No. 1
Computed, not measured: a cluster of 2 separate species, C5H8O2 in total, with the ωB97M-V functional and the def2-TZVPD basis.

Computed properties:
Spin multiplicity: 1
Net charge: 0
Molecular weight: 100.12 g mol⁻¹

Last column: Mulliken charge in e.
Atoms and positions in Å:
O -1.588 1.196 0.811  -0.460
C -1.387 0.023 0.594  -0.471
C -0.078 -0.500 0.066  0.413
C 1.035 -0.478 1.164  -0.701
C 1.930 0.223 0.142  0.375
O 3.112 0.408 0.076  -0.544
C 0.757 0.478 -0.800  -0.650
H -2.163 -0.738 0.823  0.415
H -0.196 -1.489 -0.387  0.408
H 0.773 0.203 1.982  0.266
H 1.386 -1.428 1.574  0.331
H 0.380 1.504 -0.709  0.261
H 0.914 0.235 -1.854  0.338
H -2.516 0.485 -1.543  -0.050
H -2.358 -0.122 -1.938  0.069

Forces on the atoms, in the same order (eV/Å):
0.06 -0.51 -0.03
-0.02 0.32 0.10
-0.15 -0.03 -0.03
0.11 -0.08 0.17
0.40 0.12 0.00
-0.53 -0.09 0.01
0.04 0.07 -0.12
0.08 0.13 0.01
-0.01 0.16 0.11
0.08 -0.09 -0.11
-0.02 0.13 -0.09
0.08 -0.12 0.03
-0.04 0.01 0.18
-0.05 -0.02 -0.14
-0.04 0.00 -0.09

No. 2
Computed, not measured: the molecule C5H8O2 in a non-equilibrium geometry, with the ωB97M-V functional and the def2-TZVPD basis.

Computed properties:
Spin multiplicity: 1
Net charge: 0
Molecular weight: 100.12 g mol⁻¹

Last column: Mulliken charge in e.
Atoms and positions in Å:
C -1.370 -0.173 -0.300  -0.403
C -0.722 -1.381 0.336  -0.302
C 0.777 -0.918 -0.428  -0.397
O 2.290 -0.442 -0.108  -0.455
C 1.105 0.273 0.346  0.148
C 0.494 1.550 -0.048  -0.388
O -0.894 1.199 0.161  -0.377
H -0.961 0.007 -1.529  0.260
H -2.603 -0.119 -0.124  0.240
H -1.282 -2.515 0.349  0.278
H -0.300 -1.286 1.584  0.239
H 0.401 -0.734 -1.399  0.334
H 1.370 0.249 1.522  0.279
H 0.923 1.939 -1.045  0.244
H 0.772 2.352 0.682  0.300

Forces on the atoms, in the same order (eV/Å):
-1.87 3.07 -1.96
3.12 -2.46 3.54
-0.13 0.53 3.29
-3.01 -1.17 -1.66
3.64 -0.62 2.82
0.93 0.75 -0.26
-0.68 -0.57 -0.09
-2.31 -1.29 3.16
3.55 -0.13 -0.78
1.61 3.45 -0.84
-2.03 0.05 -3.81
1.35 -0.01 -1.34
-1.97 -0.24 -2.30
-1.50 -0.78 0.74
-0.72 -0.58 -0.52

No. 3
Computed, not measured: the molecule C5H8O2, with the ωB97M-V functional and the def2-TZVPD basis.

Computed properties:
Spin multiplicity: 1
Net charge: 0
Molecular weight: 100.12 g mol⁻¹

Last column: Mulliken charge in e.
Atoms and positions in Å:
C -0.318 1.428 -0.330  -1.492
C -0.150 0.016 0.190  1.240
O 1.135 -0.276 0.744  -0.334
C 2.197 -0.134 -0.058  0.080
O 2.183 0.199 -1.212  -0.465
C -0.862 -1.131 -0.453  -0.641
C -1.240 -0.679 0.937  -0.767
H -0.181 1.474 -1.413  0.279
H 0.422 2.088 0.130  0.384
H -1.310 1.813 -0.075  0.393
H 3.106 -0.362 0.520  0.366
H -1.531 -0.899 -1.277  0.227
H -0.332 -2.074 -0.548  0.252
H -2.176 -0.146 1.082  0.238
H -0.940 -1.317 1.763  0.241

Forces on the atoms, in the same order (eV/Å):
-0.02 0.03 0.00
-0.21 0.09 -0.07
0.11 0.00 -0.04
0.07 0.09 -0.32
-0.05 -0.18 0.46
0.03 -0.10 -0.18
-0.07 0.04 0.18
0.02 0.00 0.15
-0.12 -0.07 -0.01
0.11 -0.09 -0.06
-0.08 0.01 -0.10
0.13 -0.02 0.14
-0.05 0.17 0.04
0.17 -0.08 -0.05
-0.03 0.10 -0.13

No. 4
Computed, not measured: a structure of composition C5H8O2, with the ωB97M-V functional and the def2-TZVPD basis.

Computed properties:
Spin multiplicity: 1
Net charge: 0
Molecular weight: 100.12 g mol⁻¹

Last column: Mulliken charge in e.
Atoms and positions in Å:
C 0.898 -0.107 -1.365  -1.464
C 0.135 -0.158 -0.049  1.493
C 0.784 -0.818 1.157  -1.485
C -0.650 1.115 0.320  -0.728
C -1.862 0.266 -0.031  0.480
O -3.049 0.390 -0.057  -0.555
O -1.140 -0.844 -0.332  -0.416
H 0.384 0.574 -2.054  0.372
H 1.934 0.226 -1.265  0.359
H 0.889 -1.098 -1.832  0.307
H 0.022 -0.905 1.941  0.367
H 1.158 -1.823 0.942  0.341
H 1.603 -0.211 1.559  0.342
H -0.616 1.399 1.375  0.283
H -0.490 1.995 -0.308  0.304

Forces on the atoms, in the same order (eV/Å):
0.04 0.00 0.03
0.24 -0.01 0.01
0.02 -0.03 -0.03
-0.02 0.11 0.02
-0.61 0.14 0.03
0.53 0.00 0.00
-0.22 -0.01 0.03
0.10 -0.13 0.11
-0.14 -0.02 0.15
0.09 0.09 0.17
0.16 -0.02 -0.10
-0.03 0.15 -0.10
-0.07 -0.07 -0.20
-0.01 -0.04 -0.17
-0.08 -0.16 0.04

No. 5
Computed, not measured: a structure of composition C5H8O2, with the ωB97M-V functional and the def2-TZVPD basis.

Computed properties:
Spin multiplicity: 1
Net charge: 0
Molecular weight: 100.12 g mol⁻¹

Last column: Mulliken charge in e.
Atoms and positions in Å:
C -1.368 1.179 -0.330  -1.459
C -0.261 0.229 0.015  0.722
C -0.071 -0.420 1.377  -0.355
O 1.368 -0.445 1.232  -0.447
C 1.262 0.259 0.002  -0.262
C 0.522 -0.569 -0.992  -0.199
O 0.542 -1.960 -0.993  -0.565
H -1.466 1.987 0.403  0.338
H -1.220 1.627 -1.317  0.338
H -2.319 0.632 -0.358  0.325
H -0.500 -1.416 1.528  0.221
H -0.351 0.249 2.201  0.320
H 2.013 1.017 -0.209  0.368
H 0.489 -0.130 -1.991  0.329
H 1.362 -2.241 -0.568  0.327

Forces on the atoms, in the same order (eV/Å):
-0.02 0.02 -0.02
-0.18 0.01 -0.01
-0.28 -0.11 0.12
0.09 0.00 0.05
0.28 0.20 -0.19
-0.13 0.27 -0.10
0.22 -0.12 0.09
0.05 -0.10 -0.08
0.02 -0.05 0.14
0.11 0.11 0.00
0.08 0.09 -0.03
0.04 -0.12 -0.12
-0.15 -0.11 -0.01
-0.01 -0.07 0.15
-0.12 -0.03 0.01

No. 6
Computed, not measured: the molecule C5H8O2 in a non-equilibrium geometry, with the ωB97M-V functional and the def2-TZVPD basis.

Computed properties:
Spin multiplicity: 1
Net charge: 0
Molecular weight: 100.12 g mol⁻¹

Last column: Mulliken charge in e.
Atoms and positions in Å:
C -0.735 1.208 -0.766  -1.170
C -0.299 0.104 0.128  0.616
C -0.690 -1.411 0.106  -1.065
C 0.836 0.280 0.748  -0.057
C 2.078 0.345 1.229  -0.358
O 3.229 0.125 0.551  -0.243
O 3.056 -0.446 -0.814  -0.281
H -0.417 2.209 -0.506  0.367
H -1.835 1.372 -0.917  0.337
H -0.354 0.947 -1.803  0.239
H 0.243 -1.909 0.061  0.357
H -1.356 -1.627 -0.672  0.362
H -1.185 -1.543 1.148  0.242
H 2.214 0.648 2.179  0.355
H 3.972 -0.417 -1.027  0.302

Forces on the atoms, in the same order (eV/Å):
-1.83 0.06 -2.18
1.49 -0.95 0.11
-1.05 2.62 3.08
2.01 0.42 0.55
-3.71 -0.88 -3.75
1.26 -0.41 -0.91
-1.84 0.63 1.95
0.69 -0.15 0.29
0.64 -0.70 0.34
-0.33 0.47 1.03
0.48 -0.95 -0.12
-0.97 -0.57 -1.09
0.65 -0.41 -1.91
1.12 0.81 3.07
1.39 0.00 -0.46

No. 7
Computed, not measured: the molecule C5H8O2, with the ωB97M-V functional and the def2-TZVPD basis.

Computed properties:
Spin multiplicity: 1
Net charge: 0
Molecular weight: 100.12 g mol⁻¹

Last column: Mulliken charge in e.
Atoms and positions in Å:
C 1.828 0.043 0.686  -1.021
C 0.838 -0.143 -0.430  0.598
C 0.671 -1.244 -1.156  -0.810
C -1.959 -0.028 0.169  -0.404
O -2.489 -0.113 1.373  -0.335
C -0.992 1.134 0.224  -0.058
O 0.063 0.973 -0.702  -0.362
H 2.560 0.819 0.434  0.260
H 2.358 -0.887 0.910  0.348
H 1.320 0.370 1.602  0.269
H -0.096 -1.281 -1.923  0.305
H 1.291 -2.122 -1.005  0.268
H -3.138 -0.832 1.354  0.426
H -1.561 2.016 -0.104  0.322
H -0.618 1.345 1.241  0.195

Forces on the atoms, in the same order (eV/Å):
0.01 -0.01 0.04
0.15 -0.36 -0.03
0.05 0.13 0.05
0.06 0.28 0.35
-0.10 -0.15 -0.29
-0.11 -0.01 0.02
0.04 0.05 -0.05
-0.12 -0.10 -0.03
-0.09 0.14 -0.10
0.07 -0.06 -0.12
0.13 0.04 0.11
-0.06 0.16 0.05
0.04 0.13 0.06
-0.01 -0.13 0.06
-0.07 -0.12 -0.14

No. 8
Computed, not measured: a structure of composition C5H8O2 in a non-equilibrium geometry, with the ωB97M-V functional and the def2-TZVPD basis.

Computed properties:
Spin multiplicity: 1
Net charge: 0
Molecular weight: 100.12 g mol⁻¹

Last column: Mulliken charge in e.
Atoms and positions in Å:
C 1.370 -1.233 -0.233  -1.146
C 1.164 0.299 -0.429  -0.954
C 0.146 0.788 0.483  0.994
C -1.301 0.567 0.341  0.418
C -1.735 -0.033 -0.873  -1.119
H 0.650 -1.935 -0.351  0.446
H 2.168 -1.527 -0.730  0.477
H 2.034 -1.642 0.838  0.247
H 1.827 0.871 -0.141  0.454
H 0.880 0.536 -1.488  0.344
H -1.352 1.376 2.109  0.479
H -2.930 0.008 -0.947  0.184
H -1.233 -0.514 -1.410  0.532
O 0.482 1.301 1.618  -0.713
O -2.170 1.138 1.213  -0.645

Forces on the atoms, in the same order (eV/Å):
2.64 2.05 5.64
-6.88 -5.74 -3.42
-1.20 0.96 5.80
-1.80 -0.89 -4.43
-10.26 8.81 11.99
-2.81 -1.42 -0.43
3.46 -1.15 -3.58
-2.63 1.89 -2.20
7.88 4.74 2.17
0.31 -0.37 0.85
-2.92 -0.66 -3.66
2.93 -0.45 -0.23
7.66 -6.84 -8.29
-0.98 -1.12 -3.40
4.61 0.19 3.18

No. 9
Computed, not measured: the molecule C5H8O2, with the ωB97M-V functional and the def2-TZVPD basis.

Computed properties:
Spin multiplicity: 1
Net charge: 0
Molecular weight: 100.12 g mol⁻¹

Last column: Mulliken charge in e.
Atoms and positions in Å:
C -0.150 2.143 -0.377  -0.687
C -0.872 -0.720 -0.259  -0.084
C -1.015 -1.735 0.799  -1.021
C 0.540 -0.601 -0.736  -0.606
C 1.289 0.301 0.276  0.713
O 2.228 -0.106 0.905  -0.549
O 0.851 1.553 0.459  -0.330
H 0.303 2.479 -1.314  0.259
H -0.972 1.444 -0.568  0.465
H -0.519 3.005 0.180  0.243
H -0.108 -2.183 1.235  0.322
H -1.703 -1.390 1.580  0.303
H -1.585 -2.522 0.274  0.339
H 1.110 -1.539 -0.729  0.301
H 0.604 -0.128 -1.726  0.332

Forces on the atoms, in the same order (eV/Å):
-0.13 0.11 -0.16
0.16 -0.30 0.16
0.09 0.08 0.01
-0.09 0.02 -0.08
0.25 -0.11 0.26
-0.43 0.13 -0.23
0.19 -0.09 0.03
-0.05 -0.02 0.11
0.14 0.14 0.02
0.05 -0.11 -0.10
-0.08 0.09 -0.09
0.04 -0.09 -0.14
0.03 0.03 0.04
-0.12 0.12 0.03
-0.05 0.01 0.16

No. 10
Computed, not measured: a cluster of 2 separate species, C5H8O2 in total, with the ωB97M-V functional and the def2-TZVPD basis.

Computed properties:
Spin multiplicity: 1
Net charge: 0
Molecular weight: 100.12 g mol⁻¹

Last column: Mulliken charge in e.
Atoms and positions in Å:
C 0.526 -1.306 1.623  -0.982
C -0.507 -0.572 1.235  0.022
O -0.485 0.797 1.311  -0.433
C -0.654 1.366 0.021  -0.303
C 0.310 1.132 -1.104  -0.408
C -0.827 0.505 -1.144  0.212
O -1.680 -0.312 -1.765  -0.487
H 1.394 -0.817 2.053  0.478
H 0.540 -2.381 1.496  0.275
H -1.424 -1.003 0.827  0.367
H -1.127 2.341 0.129  0.409
H 1.217 1.459 -1.581  0.507
H -1.259 -0.592 -2.590  0.323
H 1.870 -0.697 0.068  0.161
H 1.890 -0.156 -0.439  -0.139

Forces on the atoms, in the same order (eV/Å):
-0.30 0.00 0.33
0.16 -0.35 0.20
0.14 -0.07 0.04
-0.35 0.24 -0.11
-0.38 0.15 -0.33
0.16 0.46 -0.09
0.08 -0.01 -0.19
-0.06 -0.11 -0.06
-0.18 0.07 0.24
0.18 0.08 -0.03
-0.10 -0.16 0.11
-0.02 -0.06 0.12
-0.16 -0.06 0.04
0.37 0.06 -0.27
0.46 -0.24 0.00

| no. | gap between HOMO and LUMO (eV) | total energy (a.u.) |
| --- | --- | --- |
| 1 | 10.599 | -345.7217 |
| 2 | 10.791 | -345.5049 |
| 3 | 11.259 | -345.7682 |
| 4 | 11.136 | -345.7978 |
| 5 | 10.307 | -345.7110 |
| 6 | 9.208 | -345.5914 |
| 7 | 9.429 | -345.6638 |
| 8 | 8.838 | -345.5976 |
| 9 | 8.255 | -345.6588 |
| 10 | 9.608 | -345.6120 |